C5H5N3O | the ωB97M-V functional and the def2-TZVPD basis

- Energy: -432.895504 hartree
- Total charge: 0
- ΔE to the lowest compared entry with this formula, charge and spin: 4.034 eV
- Lowest unoccupied orbital energy (alpha / beta): -0.54 / -0.54 eV
- 2S+1: 1

The geometry in XYZ format:
```
14
Properties=species:S:1:pos:R:3:nbo_charge:R:1
C 0.75 -0.80 1.00 0.239
C -1.15 0.31 1.90 0.246
C 1.32 1.70 -0.38 -0.193
C -0.81 -1.70 -1.58 0.290
C -0.01 0.31 1.03 -0.195
N 1.25 -1.83 0.93 -0.313
N -2.12 0.21 2.47 -0.303
N 0.29 1.44 0.39 -0.304
O -1.20 -0.63 -1.18 -0.529
H 1.78 0.76 -0.62 0.194
H 1.47 2.51 -0.99 0.210
H 0.25 -1.75 -1.74 0.109
H -1.36 -2.62 -1.72 0.123
H -0.43 2.08 0.49 0.426
```

---

C5H14N2O2Si | the ωB97M-V functional and the def2-TZVPD basis

- Energy: -748.373833 hartree
- Total charge: 0
- ΔE to the lowest compared entry with this formula, charge and spin: 1.429 eV
- SMILES string: CO/N=C(\N)O[Si](C)(C)C
- Lowest unoccupied orbital energy: 0.84 eV
- 2S+1: 1

The geometry in XYZ format:
```
24
Properties=species:S:1:pos:R:3:nbo_charge:R:1
C 0.89 1.03 -0.31 0.669
C 3.66 -0.95 -0.03 -0.248
C -1.73 -1.51 -1.14 -1.110
C -1.01 -0.86 1.73 -1.174
C -2.97 1.25 0.34 -1.087
N 1.40 2.19 -0.76 -0.801
N 1.55 0.12 0.23 -0.317
O -0.46 1.08 -0.49 -0.833
O 2.98 0.27 0.05 -0.438
Si -1.48 -0.07 0.13 1.837
H 3.22 -1.66 0.71 0.191
H 4.76 -0.75 0.18 0.198
H 3.51 -1.30 -1.12 0.166
H -1.70 -1.02 -2.14 0.235
H -1.01 -2.26 -1.02 0.236
H -2.70 -2.01 -1.05 0.240
H -1.31 -0.38 2.63 0.245
H -1.32 -1.90 1.59 0.243
H 0.08 -0.73 1.61 0.280
H -2.53 2.27 0.16 0.237
H -3.85 1.10 -0.31 0.231
H -3.21 1.26 1.40 0.226
H 2.34 2.23 -0.90 0.390
H 0.88 2.58 -1.50 0.385
```

---

C3H8N3S | the ωB97M-V functional and the def2-TZVPD basis

- Energy: -681.125815 hartree
- Total charge: +1
- ΔE to the lowest compared entry with this formula, charge and spin: 5.128 eV
- SMILES string: [NH2+]=NC/N=C\CS
- Lowest unoccupied orbital energy: -6.28 eV
- 2S+1: 1

The geometry in XYZ format:
```
15
Properties=species:S:1:pos:R:3:nbo_charge:R:1
C -0.39 -0.14 1.64 0.161
C 0.60 0.82 1.31 -0.585
C -1.56 -0.21 -0.57 -0.140
N -1.30 -0.45 0.78 -0.366
N -0.36 0.32 -1.13 0.067
N 0.37 -0.35 -1.86 -0.325
S 2.21 0.21 0.50 0.069
H -0.39 -0.44 2.67 0.236
H 0.25 1.62 0.63 0.266
H 1.19 1.15 2.22 0.272
H -1.67 -1.28 -1.04 0.204
H -2.29 0.64 -0.83 0.286
H 1.84 -0.61 -0.25 0.022
H 1.32 -0.01 -1.82 0.430
H 0.18 -1.27 -2.24 0.403
```

---

C6H17NO2 | the ωB97M-V functional and the def2-TZVPD basis

- Energy: -443.981109 hartree
- Total charge: 0
- ΔE to the lowest compared entry with this formula, charge and spin: 1.627 eV
- SMILES string: CCN[C@@H](CC)CO.O
- Lowest unoccupied orbital energy: 0.65 eV
- 2S+1: 1

The geometry in XYZ format:
```
26
Properties=species:S:1:pos:R:3:nbo_charge:R:1
C -1.94 0.26 2.37 -0.621
C -1.96 -0.18 0.89 -0.215
N -0.67 -0.62 0.40 -0.654
C 1.91 0.83 1.92 -0.601
C 1.69 -0.10 0.70 -0.398
C 0.38 0.32 -0.03 -0.084
C 0.55 0.29 -1.59 -0.070
O 0.85 1.64 -1.99 -0.759
H -2.76 0.97 2.50 0.205
H -0.99 0.57 2.77 0.209
H -2.16 -0.58 3.04 0.204
H -2.56 -1.10 0.94 0.194
H -2.56 0.51 0.28 0.160
H -0.81 -1.24 -0.38 0.378
H 2.18 1.81 1.50 0.198
H 2.74 0.46 2.52 0.204
H 1.04 0.95 2.56 0.199
H 1.52 -1.08 1.15 0.213
H 2.57 -0.05 0.07 0.195
H 0.28 1.39 0.16 0.198
H 1.43 -0.20 -1.98 0.181
H -0.42 0.03 -2.00 0.183
H 0.18 2.32 -1.88 0.469
H 0.09 -2.02 -2.93 0.480
H -0.41 -2.96 -1.81 0.477
O -0.65 -2.18 -2.33 -0.945
```

---

C3H9O3P | the ωB97M-V functional and the def2-TZVPD basis

- Energy: -686.689204 hartree
- Total charge: 0
- ΔE to the lowest compared entry with this formula, charge and spin: 2.951 eV
- SMILES string: O=[PH2]O.CC(C)=O
- Lowest unoccupied orbital energy: 0.25 eV
- 2S+1: 1

The geometry in XYZ format:
```
16
Properties=species:S:1:pos:R:3:nbo_charge:R:1
C -2.64 -0.82 -0.13 -0.760
C -0.80 0.95 0.53 -0.823
C -1.14 -0.42 -0.06 0.647
O 4.27 -0.41 0.20 -1.077
O -0.41 -1.08 -0.66 -0.529
O 1.70 0.05 0.39 -1.082
P 3.07 0.09 -0.38 1.865
H -3.50 -0.73 -0.91 0.277
H -2.64 -1.89 0.25 0.237
H -3.00 -0.36 0.87 0.219
H 0.26 0.99 0.86 0.297
H -0.83 1.88 -0.29 0.263
H -1.12 1.52 1.60 0.259
H 1.04 -0.58 -0.28 0.520
H 2.83 -0.63 -1.43 -0.162
H 2.89 1.45 -0.56 -0.149
```

---

C32H54BrF4I2N3O2 | the ωB97M-V functional and the def2-TZVPD basis

- Energy: -5134.674695 hartree
- Total charge: 0
- Lowest unoccupied orbital energy: -0.86 eV
- 2S+1: 1

The geometry in XYZ format:
```
98
Properties=species:S:1:pos:R:3:lowdin_charge:R:1
C -3.67 3.80 -2.48 -0.146
C -3.55 3.00 -3.94 -0.264
C -3.46 1.36 -3.76 -0.223
C -2.68 0.61 -5.01 -0.212
C -1.09 0.24 -4.63 -0.210
C -0.54 -1.09 -5.43 -0.214
C 0.60 -1.95 -4.63 -0.217
C 2.12 -1.72 -5.30 -0.201
C 3.18 -1.23 -4.10 -0.221
C 2.57 0.17 -3.51 -0.234
C 3.65 0.87 -2.46 -0.187
C 3.45 0.29 -0.90 -0.181
C 3.46 1.48 0.21 -0.157
C 2.02 1.90 0.86 -0.337
C 1.83 0.98 2.20 -0.127
C 1.17 -0.50 1.96 -0.106
C -0.43 -0.62 2.30 -0.070
F -1.52 -0.43 1.27 -0.066
C -0.93 -0.97 3.69 -0.051
F -2.42 -1.13 3.91 -0.039
F -0.03 -1.22 4.84 -0.017
N 0.99 1.50 -0.18 0.081
C 0.90 2.50 -1.32 -0.168
O 0.39 2.33 -2.54 0.001
C 1.55 3.84 -0.58 -0.235
N 0.54 4.90 -0.96 0.079
F 2.70 4.20 -1.49 -0.070
C 1.89 3.56 1.01 -0.216
C 0.66 4.12 1.99 -0.108
C -0.78 3.39 1.78 -0.562
O -1.51 3.30 0.67 -0.088
Br -1.61 2.53 3.43 0.683
C 3.17 4.30 1.73 -0.554
I 4.54 3.31 3.19 0.772
C 3.55 5.76 1.52 -0.668
C 2.69 6.77 0.57 -0.173
I 5.31 6.68 2.55 0.684
H -4.77 3.79 -2.08 0.077
H -3.33 4.92 -2.66 0.072
H -2.93 3.34 -1.69 0.056
H -2.61 3.41 -4.54 0.108
H -4.51 3.29 -4.58 0.107
H -2.89 1.17 -2.75 0.098
H -4.56 0.97 -3.60 0.111
H -2.77 1.32 -5.93 0.105
H -3.26 -0.40 -5.30 0.106
H -0.49 1.23 -4.91 0.114
H -1.10 0.08 -3.45 0.105
H -1.48 -1.81 -5.56 0.106
H -0.09 -0.84 -6.50 0.115
H 0.59 -1.83 -3.47 0.100
H 0.36 -3.10 -4.84 0.108
H 2.53 -2.68 -5.84 0.103
H 2.04 -0.78 -6.02 0.107
H 4.28 -1.06 -4.54 0.115
H 3.24 -2.01 -3.21 0.118
H 2.39 0.97 -4.38 0.127
H 1.58 0.02 -2.87 0.093
H 4.72 0.54 -2.86 0.108
H 3.65 2.04 -2.51 0.096
H 4.45 -0.35 -0.71 0.119
H 2.58 -0.49 -0.83 0.094
H 4.17 1.10 1.10 0.079
H 4.04 2.41 -0.24 0.131
H 1.13 1.56 2.98 0.096
H 2.84 0.79 2.81 0.086
H 1.33 -0.95 0.89 0.117
H 1.72 -1.25 2.71 0.142
H 0.03 1.27 0.14 0.123
H 0.90 5.54 -1.71 0.106
H -0.35 4.51 -1.33 0.078
H 1.03 3.90 3.10 0.124
H 0.50 5.28 1.92 0.133
H 3.02 6.56 -0.56 0.099
H 1.54 6.77 0.72 0.073
H 3.05 7.89 0.77 0.073
C -4.39 -7.01 4.79 -0.095
C -2.95 -6.87 4.30 -0.272
N -2.67 -5.59 3.64 -0.188
C -1.40 -5.58 2.90 -0.251
C -0.12 -5.73 3.71 -0.093
C -2.96 -4.38 4.41 -0.247
C -2.27 -4.22 5.76 -0.086
H -5.10 -6.83 3.97 0.080
H -4.56 -8.02 5.16 0.072
H -4.61 -6.32 5.61 0.064
H -2.78 -7.68 3.58 0.117
H -2.27 -7.04 5.14 0.096
H -1.34 -4.66 2.31 0.109
H -1.43 -6.39 2.16 0.109
H 0.12 -4.82 4.27 0.051
H 0.72 -5.92 3.04 0.071
H -0.17 -6.57 4.42 0.068
H -4.04 -4.33 4.58 0.105
H -2.75 -3.50 3.80 0.095
H -2.32 -5.13 6.37 0.068
H -2.76 -3.42 6.33 0.076
H -1.22 -3.93 5.65 0.048
```

---

C2H3CdLiO2 | the ωB97M-V functional and the def2-TZVPD basis

- Energy: -403.665358 hartree
- Total charge: 0
- ΔE to the lowest compared entry with this formula, charge and spin: 0.690 eV
- Lowest unoccupied orbital energy: -0.64 eV
- 2S+1: 1

The geometry in XYZ format:
```
9
Properties=species:S:1:pos:R:3:nbo_charge:R:1
H 2.77 -0.66 -0.09 -0.665
O -0.24 -1.23 -0.82 -0.971
C -1.17 -0.36 -0.36 0.022
C -0.82 0.54 0.59 -0.070
O 0.51 0.67 0.83 -1.091
Li 1.40 1.22 -0.72 0.960
Cd 1.19 -1.17 0.49 1.488
H -2.14 -0.32 -0.87 0.162
H -1.50 1.32 0.95 0.167
```

---

C2H9N2O | the ωB97M-V functional and the def2-TZVPD basis

- Energy: -266.322578 hartree
- Total charge: -1
- ΔE to the lowest compared entry with this formula, charge and spin: 0.598 eV
- Lowest unoccupied orbital energy: 4.63 eV
- 2S+1: 1

The geometry in XYZ format:
```
14
Properties=species:S:1:pos:R:3:nbo_charge:R:1
C 2.34 0.25 -0.23 -0.209
O 1.31 -0.64 -0.12 -0.982
H 2.07 1.25 0.17 0.098
H 3.24 -0.10 0.32 0.095
H 2.73 0.38 -1.26 0.090
N -1.01 0.52 -0.73 -0.974
C -1.67 0.18 0.49 -0.036
N -1.52 -1.24 0.85 -0.877
H -1.47 1.07 -1.44 0.350
H -0.02 0.13 -0.74 0.446
H -1.29 0.79 1.32 0.135
H -2.74 0.39 0.40 0.135
H -1.48 -1.70 -0.06 0.342
H -0.51 -1.29 1.04 0.387
```

---

C3H6N2O2 | the ωB97M-V functional and the def2-TZVPD basis

- Energy: -377.814827 hartree
- Total charge: 0
- ΔE to the lowest compared entry with this formula, charge and spin: 3.932 eV
- SMILES string: N=C=NC=O.[H][H].C=O
- Lowest unoccupied orbital energy: 0.32 eV
- 2S+1: 1

The geometry in XYZ format:
```
13
Properties=species:S:1:pos:R:3:nbo_charge:R:1
C 1.62 0.96 -1.56 0.302
O 1.73 -0.23 -1.76 -0.539
C -0.28 -1.47 0.40 0.703
N 0.29 -2.30 -0.29 -0.677
N -0.79 -0.68 1.19 -0.603
C -2.17 -0.44 1.28 0.534
O -2.63 0.56 1.77 -0.510
H 0.75 2.20 0.97 -0.028
H 0.63 1.45 -1.49 0.122
H 2.50 1.62 -1.43 0.120
H 0.78 -2.00 -1.13 0.440
H 0.35 1.59 1.14 0.024
H -2.80 -1.26 0.90 0.113
```

---

C29H59F3N2O5Si2 | the ωB97M-V functional and the def2-TZVPD basis

- Energy: -2504.617417 hartree
- Total charge: 0
- Lowest unoccupied orbital energy: 0.30 eV
- 2S+1: 1

The geometry in XYZ format:
```
100
Properties=species:S:1:pos:R:3:lowdin_charge:R:1
C -3.42 -3.52 3.40 -0.002
C -2.42 -4.64 3.54 -0.551
O -2.35 -5.31 4.53 0.077
N -1.63 -4.85 2.42 0.046
C -0.49 -5.73 2.60 -0.188
C 0.13 -6.11 1.25 -0.205
C -0.90 -6.66 0.27 -0.286
C -0.48 -6.53 -1.21 -0.285
Si -0.70 -4.74 -1.70 0.552
O -0.37 -4.47 -3.31 -0.356
Si -0.57 -2.95 -3.98 0.522
C -0.10 -1.55 -2.82 -0.277
C 1.37 -1.62 -2.32 -0.263
C 2.13 -0.30 -2.45 -0.199
C 1.37 0.92 -1.88 -0.187
C 2.17 1.73 -0.85 -0.188
C 2.22 3.24 -1.13 -0.200
C 1.34 4.09 -0.18 -0.208
C 1.93 5.49 0.08 -0.209
C 2.62 5.52 1.46 -0.217
C 1.63 5.82 2.59 -0.204
C 2.03 5.11 3.92 -0.168
C 2.17 6.06 5.12 -0.140
N 1.03 6.06 6.01 -0.133
C -0.28 6.23 5.66 -0.093
C -1.02 6.20 6.83 -0.108
C -0.13 6.01 7.91 -0.104
C 1.14 5.92 7.36 -0.102
C -2.27 -2.71 -4.75 -0.229
C -3.49 -3.21 -3.92 -0.167
C -4.02 -2.04 -3.17 -0.222
F -5.14 -1.47 -3.68 0.070
C -3.47 -1.45 -2.09 -0.312
F -3.13 -0.16 -2.12 0.114
F -3.19 -2.00 -0.92 0.131
H -4.26 -3.67 4.06 0.083
H -3.79 -3.45 2.37 0.075
H -2.94 -2.57 3.62 0.085
H -1.39 -3.98 1.96 0.136
H -0.73 -6.62 3.17 0.123
H 0.29 -5.18 3.15 0.109
H 0.64 -5.22 0.87 0.075
H 0.89 -6.88 1.39 0.118
H -1.88 -6.18 0.38 0.081
H -1.08 -7.71 0.51 0.111
H 0.54 -6.88 -1.35 0.080
H -1.14 -7.12 -1.85 0.075
H 0.25 -3.92 -0.91 0.000
H -2.05 -4.30 -1.31 -0.002
H 0.41 -2.86 -5.08 0.024
H -0.22 -0.63 -3.40 0.063
H -0.77 -1.46 -1.96 0.058
H 1.90 -2.45 -2.81 0.096
H 1.35 -1.88 -1.26 0.091
H 2.49 -0.13 -3.46 0.112
H 3.04 -0.41 -1.85 0.097
H 0.41 0.60 -1.47 0.103
H 1.16 1.58 -2.73 0.094
H 3.20 1.38 -0.81 0.098
H 1.77 1.57 0.15 0.103
H 3.24 3.62 -1.06 0.102
H 1.88 3.47 -2.15 0.101
H 0.35 4.19 -0.65 0.101
H 1.22 3.56 0.76 0.098
H 2.68 5.69 -0.68 0.100
H 1.13 6.22 0.04 0.104
H 3.05 4.52 1.61 0.104
H 3.44 6.24 1.46 0.111
H 0.64 5.47 2.29 0.104
H 1.61 6.89 2.76 0.105
H 1.36 4.28 4.12 0.117
H 3.02 4.67 3.76 0.099
H 3.06 5.80 5.69 0.116
H 2.34 7.07 4.75 0.120
H -0.63 6.37 4.65 0.111
H -2.09 6.32 6.91 0.086
H -0.37 5.96 8.96 0.086
H 2.07 5.79 7.89 0.109
H -2.47 -1.67 -5.02 0.073
H -2.26 -3.27 -5.68 0.081
H -3.31 -4.09 -3.31 0.094
H -4.28 -3.50 -4.62 0.116
C 2.90 -2.91 3.63 -0.156
O 2.11 -2.67 2.47 -0.130
H 3.82 -2.35 3.53 0.077
H 2.38 -2.57 4.53 0.078
H 3.14 -3.97 3.73 0.075
H 1.30 -3.17 2.56 0.041
C -1.65 2.99 -4.00 -0.137
O -1.75 1.58 -4.19 -0.135
H -0.77 3.33 -4.54 0.080
H -2.53 3.50 -4.39 0.079
H -1.53 3.22 -2.94 0.075
H -2.53 1.27 -3.71 0.056
C -0.29 0.09 -7.51 -0.142
O -0.48 -0.68 -6.34 -0.162
H 0.15 -0.56 -8.27 0.078
H -1.24 0.48 -7.89 0.078
H 0.39 0.93 -7.32 0.077
H -0.87 -0.10 -5.67 0.036
```

---

C2H2NO2S2 | the ωB97M-V functional and the def2-TZVPD basis

- Energy: -1079.029425 hartree
- Total charge: -1
- ΔE to the lowest compared entry with this formula, charge and spin: 2.431 eV
- Lowest unoccupied orbital energy: 3.69 eV
- 2S+1: 1

The geometry in XYZ format:
```
9
Properties=species:S:1:pos:R:3:nbo_charge:R:1
C -1.02 -1.26 -3.89 1.037
C -0.24 0.08 -0.02 -0.165
N -0.30 -0.29 -1.25 -0.496
O -2.06 -0.97 -3.48 -0.563
O -0.04 -1.26 -4.48 -0.546
S -0.83 -3.65 -2.73 -0.572
S -0.19 -2.33 -1.32 0.009
H 0.26 1.09 0.14 0.146
H -0.48 -0.46 0.93 0.150
```

---

C6H5BrNO2 | the ωB97M-V functional and the def2-TZVPD basis

- Energy: -3010.698476 hartree
- Total charge: -1
- ΔE to the lowest compared entry with this formula, charge and spin: 6.265 eV
- Lowest unoccupied orbital energy: 2.77 eV
- 2S+1: 1

The geometry in XYZ format:
```
15
Properties=species:S:1:pos:R:3:nbo_charge:R:1
Br 2.20 2.95 1.04 -0.677
C 0.83 1.39 0.08 -0.109
C 1.12 0.31 0.94 -0.269
C 0.40 -0.84 0.83 -0.179
C -0.56 -0.98 -0.12 -0.047
C -0.87 0.14 -0.99 -0.177
C -0.13 1.34 -0.99 -0.256
N -1.36 -2.23 -0.26 0.537
O -1.03 -3.21 0.42 -0.423
O -2.30 -2.24 -1.03 -0.405
H 1.33 2.34 0.18 0.140
H 1.90 0.33 1.69 0.228
H 0.57 -1.67 1.49 0.221
H -1.71 0.17 -1.66 0.210
H -0.39 2.19 -1.60 0.206
```

---

Question: energy of number 11 (C2H2NO2S2)?
Answer: -1079.029425 hartree

---

Question: What is the total charge in the eleventh record?
Answer: -1

---

Question: What is the 2S+1 in the twelfth record?
Answer: 1

---

Question: Which of these has the highest total charge?
Answer: C3H8N3S